Record 1
Entry from the Open Molecules 2025 dataset: 2 unconnected molecules or ions with the total composition CHClN2O2S (ωB97M-V with the def2-TZVPD basis set).

Computed properties:
orbital gap: 9.353 eV
HOMO: -10.42 eV
lowest unoccupied orbital energy: -1.1 eV

Structure (XYZ):
```
8
Properties=species:S:1:pos:R:3:lowdin_charge:R:1
N -0.51989 -1.42852 -1.01314 -0.376
S 0.88841 1.32409 1.26237 0.869
Cl -0.80095 -2.73861 0.02961 0.611
N -0.25280 0.22379 1.38674 -0.302
O 0.92775 0.28850 -1.72847 0.145
O 0.54926 2.37864 0.35258 -0.501
C 0.33192 -0.58360 -1.23706 -0.456
H -1.12371 0.53571 0.94736 0.012
```

Record 2
Entry from the Open Molecules 2025 dataset: a molecular structure, C24H12CrF4N7O4 (ωB97M-V with the def2-TZVPD basis set).

Computed properties:
orbital gap (spin up / spin down): 6.216 / 6.028 eV
net charge: +1
HOMO (spin up / spin down): -10.87 / -10.95 eV
lowest unoccupied orbital energy (spin up / spin down): -4.7 / -4.9 eV
2S+1: 5

Structure (XYZ):
```
52
Properties=species:S:1:pos:R:3:lowdin_charge:R:1
H 2.98819 -2.11716 -2.56195 0.155
C 0.10975 4.14278 -3.27105 0.006
H -2.79182 0.78842 0.38228 0.081
C 4.36499 0.02718 0.10496 -0.059
O -0.68197 -1.73018 -1.09820 0.053
F 3.10415 -3.34064 2.32222 0.122
N -0.98667 -1.14662 1.85471 0.066
N 0.15666 2.08470 -1.88735 0.098
C 2.74159 -2.24102 2.99044 -0.142
C 3.68594 -2.00284 0.34190 -0.028
C -3.01042 0.96520 -0.68477 0.005
C -0.49406 -1.20524 4.33363 -0.163
Cr -0.58960 -0.12253 0.26280 0.977
C 1.66191 -1.69649 -0.79315 -0.249
C -1.34518 -1.34241 5.46102 -0.192
C 1.01168 -1.22337 4.31038 -0.023
C 4.27870 -1.25388 -0.80417 -0.058
C 0.40258 -2.22534 -1.40352 -0.384
C 2.98589 -1.76582 -1.53647 0.002
C 3.31992 -0.99021 2.71028 0.037
N 2.65834 -2.70311 -0.41348 0.179
C -1.89651 1.70345 -1.37310 -0.300
C 2.97284 0.02090 3.61546 -0.171
H -0.31088 -3.50969 -2.56264 0.177
O 2.26367 2.02500 1.85923 0.163
H 5.18098 -1.54372 -1.33535 0.162
H -3.23547 0.01718 -1.17451 0.098
C 3.75773 1.17269 -0.58688 -0.122
C 1.61708 -2.35124 3.77793 -0.162
H 1.16502 2.01708 -1.79275 0.109
N -0.65182 1.25492 -1.20560 -0.055
F 3.62066 1.17154 3.59630 0.141
H 0.79858 4.71809 -2.65078 0.097
H 5.38219 0.22433 0.42845 0.168
H -2.71964 3.44123 -2.48869 0.130
C -0.89883 -1.17106 3.04189 -0.104
F 0.99231 -3.51928 3.80060 0.152
H 0.67383 3.72953 -4.10774 0.093
C 3.43326 -0.73684 1.18718 -0.114
O 0.19909 1.24249 1.38595 -0.076
C 1.79899 -0.07717 4.35536 -0.146
N -2.03640 -1.45456 6.37664 0.155
H -3.92271 1.55470 -0.67484 0.107
F 1.34775 1.01817 4.94266 0.161
N 1.27109 -0.65759 0.09697 0.109
N 3.18199 1.89486 -1.27132 0.219
C 1.49462 1.17568 1.51237 -0.531
O 0.55127 -3.19633 -2.24254 0.237
C -0.54416 3.06375 -2.47758 -0.252
C 2.05903 -0.15602 0.95081 -0.077
H -0.64434 4.81781 -3.66537 0.090
C -1.87931 2.84154 -2.17561 0.057
```

Record 3
Entry from the Open Molecules 2025 dataset: a single C9H12O2S molecule (ωB97M-V with the def2-TZVPD basis set).

Computed properties:
orbital gap: 7.699 eV
HOMO: -8.35 eV
lowest unoccupied orbital energy: -0.7 eV

Structure (XYZ):
```
24
Properties=species:S:1:pos:R:3:lowdin_charge:R:1
H 3.00289 -0.59278 1.35589 0.095
H -1.68317 4.27173 1.69307 0.101
H -1.85306 2.73750 0.64400 0.042
C 0.01156 2.82491 1.56245 -0.133
H -0.30006 -2.29921 -3.71235 0.097
C 0.21216 -2.67171 -2.80966 -0.155
C -0.66246 0.47672 1.32468 -0.147
C 0.46437 1.45372 1.25212 -0.211
H 1.23155 -2.40587 -2.61555 0.069
H -1.89990 -1.00009 0.61731 0.053
C -0.59336 -2.29736 -1.59378 -0.345
H 0.70743 3.46405 2.17480 0.121
O 1.30799 -1.13201 0.74767 -0.048
H -0.22129 -2.65368 -0.61105 0.066
O -1.01556 0.38246 -2.04456 -0.542
C 1.79166 1.12960 1.26384 0.002
C -1.20109 -0.29873 0.42182 -0.163
C -1.23806 3.26738 1.30857 0.043
H -1.12453 0.44022 2.30891 0.132
C 2.05598 -0.25653 1.11637 -0.282
H 0.31647 -3.66303 -2.84546 0.021
H 2.56695 1.91265 1.34532 0.131
H -1.66177 -2.65426 -1.72904 0.111
S -0.21468 -0.43568 -1.17538 0.943
```

Record 4
Entry from the Open Molecules 2025 dataset: a molecular structure, C34H44F2HgN6OS (ωB97M-V with the def2-TZVPD basis set).

Computed properties:
orbital gap (spin up / spin down): 5.347 / 5.354 eV
net charge: -1
HOMO (spin up / spin down): -3.29 / -3.30 eV
lowest unoccupied orbital energy (spin up / spin down): 2.1 / 2.1 eV
2S+1: 2

Structure (XYZ):
```
89
Properties=species:S:1:pos:R:3:lowdin_charge:R:1
H 1.89910 -0.32252 6.47953 0.094
H 3.92049 -1.66090 -0.23717 0.068
O 0.98687 -1.01157 2.14112 -0.215
H -0.97093 3.45251 -2.43772 0.107
H 0.32923 -3.27873 4.70440 0.074
H -4.46320 -0.41796 -2.02540 0.113
N 3.06074 1.00318 -5.42457 0.077
H -0.06721 -1.18893 5.93072 0.120
H -1.08794 -0.14738 3.25683 0.054
C -3.90074 -0.30446 -0.02447 -0.268
H 2.09353 1.68363 -2.44404 0.105
H 4.13964 -2.40704 1.35886 0.076
C -2.51966 2.17294 -1.59079 -0.193
C 1.37611 -0.68522 4.44765 -0.156
C -2.74298 0.55459 -3.38613 -0.148
C 3.22585 0.81316 0.51071 -0.083
H 4.19161 0.43200 5.98290 0.072
C -0.33789 -2.53288 4.27619 -0.075
C 0.96334 4.26589 0.97319 -0.083
N -2.87355 -1.80470 -2.81409 0.106
H -0.94308 -2.90900 -5.94070 0.102
H -3.16507 2.87176 -2.16045 0.118
H -0.51848 1.74814 -2.22338 0.055
C 0.25137 -3.82141 -0.83016 -0.324
H 3.68638 1.75958 -5.63975 0.079
C -2.89087 -1.91470 1.23429 -0.150
H -2.05448 -0.39559 4.71309 0.063
H -5.45201 -0.57367 2.97058 0.099
C -1.84758 -3.53095 -4.09328 -0.068
N -0.40280 1.92543 0.43609 0.096
N 2.55748 1.86827 -3.32191 -0.057
F 0.80155 -4.25320 -2.01626 -0.068
H -1.91949 1.12910 -3.81490 0.097
C 2.26684 1.01515 -4.32201 -0.938
N -2.79264 0.79884 -1.95747 -0.167
H -1.56790 -4.57054 -4.17299 0.100
C 3.14224 -0.24660 2.82400 -0.150
H -3.68120 0.87668 -3.88696 0.131
C -0.01756 -1.14421 4.83066 -0.372
C -3.77749 -1.73695 2.28552 -0.073
C -1.04872 2.59151 -1.77191 -0.133
H 1.42446 3.32374 2.85915 0.106
C 3.57749 -1.66127 0.79769 -0.078
C -2.55549 -3.07241 -2.99533 -0.146
C -2.48299 -0.90333 -3.70184 -0.285
H -0.19922 -2.50842 3.19931 0.055
C -4.75148 -0.75961 2.16563 -0.078
H -0.81056 0.87246 4.68537 0.076
H -2.09833 -2.64886 1.28852 0.093
C -1.83226 -1.27485 -4.87520 -0.112
H 3.57893 3.43921 -2.45391 0.085
H 1.50104 5.18336 1.18073 0.098
H 4.83719 -0.10017 1.55705 0.118
C -0.36524 2.89619 -0.47116 -0.313
H -3.69111 -2.33680 3.17652 0.093
Hg -0.13182 -0.98600 -0.64296 0.772
C 0.92189 3.24266 1.90825 -0.060
H 2.16229 0.66819 0.33674 0.017
H 3.75196 0.77611 -0.44551 0.061
C -4.04451 0.35160 -1.37354 -0.161
C 3.95333 0.15276 3.86561 -0.094
H -5.53289 0.76949 0.86866 0.101
H 0.95404 -4.08737 -0.02755 0.079
C 1.78470 -0.65931 3.06567 -0.375
F -0.87612 -4.59294 -0.65924 -0.072
H 3.44203 3.53440 -4.21102 0.082
H 0.17082 1.24731 2.26272 0.079
C -1.49490 -2.60512 -5.06059 -0.084
C 0.30805 4.09083 -0.23654 -0.043
H 2.52620 -1.93590 0.81477 0.033
H 3.37349 1.80000 0.94822 0.070
H -4.77233 1.18223 -1.30488 0.118
H -1.55404 -0.53196 -5.60785 0.083
C 3.60655 2.85394 -3.36820 -0.093
H 4.59898 2.39914 -3.46226 0.086
H 4.96433 0.48091 3.64237 0.094
C 0.21619 2.09162 1.59126 -0.131
H 0.32599 4.86517 -0.99211 0.099
H -2.77844 2.27740 -0.53625 0.117
C -4.80066 -0.01609 0.99791 -0.035
H -1.36612 -2.81106 4.50875 0.059
S 0.95372 0.01772 -4.23660 0.642
N -2.95867 -1.22588 0.11008 0.072
C -1.06191 -0.13399 4.34332 -0.077
H -2.88109 -3.75203 -2.21982 0.102
C 2.23978 -0.29695 5.44824 -0.092
H 2.73308 0.42746 -6.18010 0.077
C 3.75654 -0.28251 1.43801 -0.374
C 3.52820 0.13567 5.18207 -0.150
```